1.
Below is the molecule C25H32N4O3, with properties calculated with ωB97M-V with the def2-TZVPD basis set.

Calculated values
Calculated total energy in hartree: -1416.6101
Spin multiplicity: 1
Energy relative to the best compared isomer or geometry (same formula, charge and spin) in kcal per mole: 57.6
Total charge: 0
LUMO energy in eV: 0.62
Kohn-Sham gap in eV: 8.53

Geometry (Å):
C (6.66, 5.53, -6.66)
H (7.29, 4.63, -6.63)
O (5.35, 5.23, -7.05)
C (4.61, 4.39, -6.26)
C (3.31, 4.13, -6.69)
C (2.48, 3.29, -5.97)
C (2.93, 2.70, -4.80)
C (4.23, 2.96, -4.37)
C (5.07, 3.79, -5.09)
H (6.06, 3.97, -4.72)
H (4.58, 2.50, -3.46)
O (2.20, 1.86, -4.01)
C (0.87, 1.58, -4.38)
C (0.19, 0.64, -3.36)
O (-0.96, 0.32, -3.51)
N (1.02, 0.26, -2.36)
C (0.77, -0.57, -1.27)
C (-0.47, -1.16, -1.05)
C (-0.60, -1.97, 0.07)
N (-1.69, -2.66, 0.53)
C (-1.30, -3.26, 1.62)
N (0.01, -3.01, 1.93)
C (0.48, -2.17, 0.95)
C (1.72, -1.58, 0.73)
C (1.84, -0.78, -0.39)
H (2.79, -0.31, -0.59)
H (2.55, -1.74, 1.40)
C (0.78, -3.49, 3.04)
H (0.25, -4.29, 3.55)
H (1.74, -3.88, 2.68)
H (0.98, -2.69, 3.75)
C (-2.19, -4.11, 2.46)
H (-3.09, -4.34, 1.89)
H (-1.68, -5.05, 2.69)
C (-2.61, -3.42, 3.78)
N (-3.89, -2.77, 3.65)
C (-3.92, -1.63, 2.74)
C (-3.25, -0.38, 3.31)
C (-3.88, 0.01, 4.64)
C (-3.19, 1.22, 5.26)
H (-2.14, 1.00, 5.46)
H (-3.66, 1.50, 6.20)
H (-3.23, 2.08, 4.59)
C (-3.85, -1.19, 5.59)
C (-4.50, -2.41, 4.92)
H (-4.46, -3.27, 5.58)
H (-5.55, -2.18, 4.72)
H (-2.81, -1.42, 5.85)
H (-4.38, -0.96, 6.51)
H (-4.93, 0.27, 4.46)
H (-2.18, -0.56, 3.45)
H (-3.34, 0.44, 2.59)
H (-3.46, -1.91, 1.80)
H (-4.98, -1.41, 2.55)
H (-2.72, -4.18, 4.55)
H (-1.80, -2.73, 4.10)
H (-1.29, -1.00, -1.72)
H (1.96, 0.64, -2.42)
H (0.26, 2.49, -4.43)
H (0.82, 1.08, -5.36)
H (1.48, 3.12, -6.34)
H (2.97, 4.59, -7.60)
H (7.05, 6.21, -7.42)
H (6.69, 6.03, -5.69)



2.
Below is a structure of composition C30H23F5N4O4PS2Tc, with properties calculated with ωB97M-V with the def2-TZVPD basis set.

Calculated values
Calculated total energy in hartree: -3394.8927
Spin multiplicity: 4
Energy relative to the best compared isomer or geometry (same formula, charge and spin) in kcal per mole: 8.6
Total charge: -1
LUMO energy (alpha / beta) in eV: 1.93 / 1.74
Kohn-Sham gap (alpha / beta) in eV: 6.05 / 5.84

Geometry (Å):
Tc (-1.65, -1.02, 0.28)
O (-1.56, 0.08, 4.40)
C (-1.40, 0.02, 3.19)
O (-2.05, -0.74, 2.38)
C (-0.32, 0.94, 2.55)
P (-0.74, 1.15, 0.78)
C (0.64, 2.08, 0.05)
C (1.62, 2.69, 0.82)
C (2.65, 3.39, 0.20)
C (2.69, 3.49, -1.18)
C (1.70, 2.90, -1.95)
C (0.68, 2.19, -1.34)
C (-2.01, 2.48, 0.92)
C (-3.23, 2.17, 1.52)
C (-4.22, 3.13, 1.65)
C (-4.01, 4.41, 1.17)
C (-2.81, 4.73, 0.56)
C (-1.81, 3.77, 0.44)
H (0.66, 0.47, 2.61)
H (-0.29, 1.88, 3.10)
H (1.60, 2.61, 1.89)
H (3.42, 3.85, 0.81)
H (3.51, 4.02, -1.66)
H (1.74, 2.96, -3.03)
H (-0.07, 1.69, -1.94)
H (-3.40, 1.16, 1.88)
H (-5.16, 2.87, 2.12)
H (-4.79, 5.16, 1.26)
H (-2.63, 5.73, 0.18)
H (-0.87, 4.03, -0.02)
S (-4.78, -4.19, 1.28)
C (-3.47, -4.90, 0.41)
C (-2.58, -3.96, 0.04)
N (-2.92, -2.68, 0.42)
C (-4.04, -2.65, 1.09)
H (-3.44, -5.96, 0.24)
H (-1.66, -4.14, -0.49)
H (-4.48, -1.76, 1.51)
N (1.67, -2.39, 2.22)
C (0.94, -3.02, 1.27)
O (-0.29, -2.76, 1.14)
C (1.55, -4.07, 0.54)
C (0.73, -4.80, -0.34)
N (0.00, -5.37, -1.03)
C (2.92, -4.36, 0.67)
N (4.05, -4.56, 0.83)
H (1.25, -1.61, 2.69)
H (2.68, -2.42, 2.17)
C (-3.14, 0.88, -2.04)
O (-2.34, -0.18, -2.55)
C (-1.72, -1.00, -1.71)
C (-1.09, -2.08, -2.53)
H (-4.19, 0.59, -2.07)
H (-2.99, 1.74, -2.69)
H (-2.86, 1.13, -1.02)
H (-0.53, -1.64, -3.35)
H (-1.90, -2.70, -2.94)
H (-0.42, -2.71, -1.95)
F (7.32, 0.30, -1.42)
C (6.00, 0.04, -1.35)
C (5.29, -0.29, -2.49)
F (5.92, -0.33, -3.68)
C (3.93, -0.55, -2.42)
F (3.29, -0.83, -3.56)
C (3.21, -0.50, -1.21)
S (1.53, -0.81, -1.16)
C (3.98, -0.17, -0.09)
F (3.39, -0.08, 1.12)
C (5.33, 0.10, -0.14)
F (6.01, 0.43, 0.97)



3.
Below is the molecule C7H8N4S, with properties calculated with ωB97M-V with the def2-TZVPD basis set.

Calculated values
Calculated total energy in hartree: -888.5888
Spin multiplicity: 3
Energy relative to the best compared isomer or geometry (same formula, charge and spin) in kcal per mole: 0.0
Total charge: 0
LUMO energy (alpha / beta) in eV: 0.45 / -0.95
Kohn-Sham gap (alpha / beta) in eV: 5.31 / 7.03

Geometry (Å):
C (2.51, -0.65, 0.60)
C (1.43, -0.89, -0.33)
C (2.45, 0.54, 1.34)
C (0.26, -0.04, -0.34)
C (0.31, 1.04, 0.52)
C (-0.92, -0.29, -1.15)
C (-1.83, 1.61, -0.13)
N (1.38, 1.26, 1.32)
N (-1.94, 0.68, -0.95)
N (-0.81, 1.87, 0.72)
N (-1.57, -1.65, -0.85)
S (-1.55, -2.02, 1.02)
H (3.30, -1.31, 0.51)
H (1.46, -1.79, -0.87)
H (3.20, 0.87, 2.03)
H (-0.58, -0.47, -2.20)
H (-2.54, 2.37, 0.05)
H (-0.86, 2.80, 1.17)
H (-2.50, -1.55, -1.08)
H (-1.22, -2.38, -1.38)



4.
Below is a cluster of 2 separate species, C19H40BClN3O7 in total, with properties calculated with ωB97M-V with the def2-TZVPD basis set.

Calculated values
Calculated total energy in hartree: -1923.6553
Spin multiplicity: 1
Total charge: +1
LUMO energy in eV: -3.59
Kohn-Sham gap in eV: 7.92

Geometry (Å):
C (-2.06, -3.69, 0.81)
C (-2.39, -3.53, -0.74)
O (-1.27, -3.59, -1.64)
N (-0.32, -2.63, -1.51)
C (0.85, -2.94, -0.69)
B (1.21, -4.53, -0.83)
O (1.60, -5.29, 0.33)
O (1.19, -5.21, -2.07)
C (-0.74, -1.27, -1.56)
N (-1.27, -0.48, -0.49)
C (-2.61, 0.11, -0.81)
C (-2.58, 1.64, -1.22)
C (-1.18, 2.36, -0.98)
C (-1.29, 3.81, -1.62)
C (0.03, 4.69, -1.48)
C (1.37, 3.87, -1.26)
C (1.61, 3.52, 0.29)
O (1.71, 2.08, 0.36)
C (1.48, 1.61, 1.71)
N (-0.60, -0.62, -2.71)
C (-0.02, -1.25, -3.93)
Cl (1.80, -1.34, -3.58)
C (-0.16, -0.28, -5.21)
C (1.12, -0.36, -6.18)
H (-1.81, -4.77, 1.03)
H (-1.26, -3.00, 1.20)
H (-3.00, -3.48, 1.41)
H (-3.05, -4.41, -1.00)
H (-3.06, -2.62, -0.85)
H (0.78, -2.69, 0.41)
H (1.79, -2.40, -1.06)
H (2.48, -5.64, 0.08)
H (1.91, -5.86, -2.14)
H (-1.32, -1.03, 0.37)
H (-3.22, 0.04, 0.14)
H (-3.18, -0.52, -1.57)
H (-2.87, 1.72, -2.31)
H (-3.35, 2.23, -0.63)
H (-0.93, 2.37, 0.12)
H (-0.33, 1.80, -1.47)
H (-1.63, 3.76, -2.69)
H (-2.13, 4.33, -1.06)
H (-0.15, 5.48, -0.70)
H (0.16, 5.24, -2.47)
H (2.23, 4.53, -1.59)
H (1.42, 2.95, -1.90)
H (0.73, 3.90, 0.90)
H (2.58, 3.99, 0.60)
H (2.39, 1.87, 2.33)
H (1.42, 0.48, 1.64)
H (0.50, 1.98, 2.14)
H (-0.87, 0.37, -2.82)
H (-0.41, -2.28, -4.12)
H (-0.11, 0.78, -4.77)
H (-1.12, -0.45, -5.76)
H (1.95, 0.32, -5.83)
H (0.83, 0.03, -7.21)
H (1.46, -1.42, -6.35)
C (2.44, -0.39, 6.70)
C (1.48, 0.72, 6.32)
C (0.11, 0.56, 6.89)
O (-0.70, 1.26, 5.95)
C (-0.06, 1.17, 4.75)
O (-0.54, 1.46, 3.70)
O (1.21, 0.70, 4.91)
H (3.26, -0.46, 5.98)
H (2.87, -0.21, 7.69)
H (1.94, -1.36, 6.72)
H (1.92, 1.70, 6.56)
H (0.01, 1.00, 7.89)
H (-0.23, -0.48, 6.92)